DFT (ωB97M-V/def2-TZVPD) results for C14H33B2O13Zr as an isolated structure at a distorted geometry.

Structure (XYZ):
```
63
Properties=species:S:1:pos:R:3:forces:R:3
Zr 1.941 2.537 2.060 -1.0 -2.1 -2.4
C -0.342 -0.352 0.187 -0.7 -0.5 -0.4
C 0.438 0.711 0.827 0.8 0.8 0.6
O 0.246 1.952 0.670 -0.5 0.1 0.2
O 1.413 0.432 1.603 0.2 -0.2 0.4
H -0.741 -1.027 0.946 0.1 0.0 0.0
H 0.274 -0.952 -0.481 0.2 0.0 0.1
H -1.176 0.038 -0.388 0.1 0.2 0.1
B 1.176 2.284 4.141 -1.0 -1.0 2.5
H 1.828 1.344 3.874 0.4 -0.8 -0.2
H 0.359 2.363 3.299 -0.9 0.1 -0.7
H 0.638 2.145 5.193 0.2 0.3 0.0
H 1.930 3.196 4.026 0.7 1.3 -0.1
B 2.975 2.924 0.052 1.3 0.6 -1.7
H 2.764 1.765 0.198 -0.4 -0.8 0.2
H 3.757 3.139 0.921 0.5 0.6 1.2
H 3.459 3.195 -1.002 -0.1 -0.1 0.1
H 2.004 3.558 0.237 -0.8 0.6 0.2
C -0.505 -3.258 -2.826 -0.5 -0.5 0.5
C -1.191 -2.391 -3.839 -0.2 -0.4 -0.1
C -2.024 -1.260 -3.251 -0.1 -0.5 0.5
O -1.789 -0.168 -4.119 -0.1 0.1 -0.1
C -0.715 -0.445 -4.915 0.1 -0.1 0.2
O -0.256 0.314 -5.696 0.1 0.0 0.0
O -0.248 -1.690 -4.647 0.0 0.3 -0.3
H -0.099 -4.178 -3.245 0.4 0.3 -0.3
H -1.266 -3.649 -2.139 0.1 0.3 0.1
H 0.232 -2.693 -2.257 0.1 -0.1 0.0
H -1.812 -3.024 -4.480 0.1 0.2 -0.2
H -1.707 -1.035 -2.226 0.1 0.2 -0.2
H -3.078 -1.529 -3.201 -0.1 0.2 -0.2
C 2.593 -2.768 0.492 0.5 0.4 -0.8
C 1.897 -4.075 0.219 -0.3 0.1 0.2
C 2.178 -5.185 1.246 -0.3 0.4 -0.3
O 0.886 -5.678 1.594 0.0 -0.2 -0.2
C -0.078 -4.905 1.060 0.4 0.1 0.4
O -1.237 -5.053 1.241 -0.4 0.0 -0.1
O 0.471 -3.898 0.340 0.1 0.1 -0.2
H 2.428 -2.394 1.500 0.1 -0.1 0.1
H 2.310 -1.999 -0.233 -0.5 -0.1 0.2
H 3.656 -2.857 0.244 0.1 -0.3 0.6
H 2.100 -4.397 -0.804 0.0 -0.1 0.0
H 2.621 -4.765 2.147 0.3 -0.2 0.0
H 2.753 -5.989 0.799 0.2 -0.1 0.3
C -4.201 1.073 -0.619 -0.3 -0.2 -0.6
C -3.092 2.082 -0.580 -0.5 0.6 0.8
C -3.473 3.527 -0.971 -0.2 -0.7 -0.3
O -2.914 4.326 0.071 0.4 0.0 0.1
C -2.493 3.544 1.068 -1.0 0.0 -0.3
O -2.009 3.983 2.082 0.6 -0.1 0.2
O -2.786 2.266 0.847 0.8 0.1 -0.4
H -4.535 0.904 -1.647 0.1 -0.1 0.0
H -5.075 1.417 -0.067 0.1 0.1 0.1
H -3.879 0.124 -0.194 0.0 0.0 0.0
H -2.192 1.762 -1.103 0.1 0.0 0.2
H -4.558 3.621 -1.008 0.0 0.3 0.2
H -3.051 3.855 -1.916 0.1 -0.1 0.0
O 3.741 1.440 2.699 1.0 -0.2 0.3
H 4.233 0.796 2.177 0.0 0.0 -0.3
H 4.196 1.517 3.545 -0.1 0.0 0.2
O 0.600 4.202 2.024 -0.1 1.4 0.0
H 0.817 5.140 2.064 0.1 0.1 -0.1
H -0.389 4.138 2.165 -0.3 -0.2 -0.1
```
Forces are in eV/Å.

Computed properties:
HOMO-LUMO gap ... 9.21 eV
E_HOMO ... -13.092 eV
Total charge ... +1